Molecular formula: C4H8O
Method: DFT, ωB97M-V/def2-TZVPD

```
13
Properties=species:S:1:pos:R:3:forces:R:3
O -1.208 -1.890 0.201 0.14 -0.17 0.01
C -1.232 -0.750 1.028 -0.12 0.28 0.25
C 1.508 0.773 -1.119 -0.07 -0.07 -0.04
C -0.491 0.385 0.316 0.12 -0.20 -0.08
C 0.788 -0.144 -0.223 -0.07 0.43 -0.10
H -0.262 1.237 0.983 0.06 -0.12 -0.10
H -0.262 -2.004 -0.010 -0.18 -0.09 -0.02
H 0.938 1.584 -1.597 0.03 -0.07 0.12
H -0.748 -0.949 1.997 -0.09 0.01 -0.15
H -1.109 0.809 -0.494 0.12 -0.07 0.03
H 2.252 1.228 -0.439 -0.03 -0.05 -0.01
H 2.107 0.227 -1.855 -0.04 0.12 0.11
H -2.281 -0.506 1.214 0.13 0.01 -0.02
```
Forces are in eV/Å.

For the largest force on an atom, the calculation gives 0.0088 hartree/bohr. Its gap between HOMO and LUMO is 8.475 eV. The total energy comes out at -232.3094 hartree. For the relative energy (zero: lowest compared OMol25 entry of this formula, charge and spin), the calculation gives 85.5 kcal per mole.

---

Molecular formula: CH4F9K5N3O17S7
Method: DFT, ωB97M-V/def2-TZVPD

```
46
Properties=species:S:1:pos:R:3:forces:R:3
K 4.936 5.971 2.934 -0.05 -0.21 -0.25
K -2.040 7.609 1.729 0.03 -0.12 -0.24
K 5.191 0.082 -4.133 -0.27 0.00 0.15
K -4.146 1.198 -3.522 0.02 -0.20 0.17
K -0.966 -1.509 6.467 -0.01 -0.30 -0.29
S 2.460 6.990 -4.681 5.68 -2.82 7.09
S -7.875 -3.360 0.308 -3.65 0.20 -1.83
S 0.830 7.015 -6.339 -1.46 0.99 -3.83
S 3.382 -6.805 1.621 3.88 0.12 -2.04
S -6.335 -2.181 1.647 3.97 2.10 2.85
S 1.280 2.358 0.208 -0.68 0.00 -1.70
S 1.057 -6.306 1.588 -5.68 0.22 2.36
F -6.244 -0.791 2.362 -0.04 1.53 1.74
F 0.484 7.956 -7.612 0.67 -0.52 0.73
F -0.273 0.402 1.189 0.42 -0.26 0.42
F 0.085 -5.423 0.780 -1.25 1.35 -1.44
F 4.528 -7.199 0.421 -1.62 0.52 1.40
F 0.980 1.329 2.684 -0.29 0.76 2.00
F -9.299 -3.927 0.613 -0.69 -0.06 0.59
F 3.897 7.671 -4.260 -0.37 -0.20 -0.28
F 1.857 -0.144 1.450 -0.76 0.71 -0.59
O -0.347 7.228 -5.538 1.15 -0.25 0.02
O 1.989 -2.595 -2.268 0.28 0.34 -0.31
O 0.292 -7.551 1.630 1.74 1.39 0.53
O 2.872 5.579 -4.783 -1.20 2.04 0.17
O 0.978 3.595 0.959 -0.49 -1.11 -0.08
O -5.665 -1.768 0.450 0.43 -1.16 -1.22
O 4.079 -5.784 2.375 -0.91 -0.77 -0.98
O 2.702 2.270 -0.073 -0.02 -0.42 0.06
O 1.656 7.406 -3.566 -0.32 -0.76 0.17
O 1.146 -5.474 2.818 0.74 -2.03 -1.71
O -5.682 -3.066 2.579 -0.15 0.23 -0.84
O 3.127 -8.057 2.273 -0.21 0.73 -0.55
O 0.383 2.071 -0.961 1.52 0.45 2.67
O -8.089 -2.782 -1.001 0.62 0.44 1.19
O 1.075 5.714 -6.909 -0.37 1.09 0.54
O 3.872 0.715 7.220 -0.25 0.05 -0.24
O -7.066 -4.526 0.351 0.93 0.18 0.77
N 2.203 -6.239 0.538 3.32 -1.26 2.47
N 2.270 7.789 -5.906 -3.81 0.31 -4.37
N -7.859 -2.237 1.621 -1.23 -3.12 -3.33
C 0.956 0.871 1.471 0.31 0.19 -2.57
H 2.065 -3.357 -1.694 0.06 -0.32 0.29
H 1.060 -2.555 -2.493 -0.22 -0.02 0.02
H 4.796 0.801 7.452 0.29 -0.09 0.04
H 3.400 1.011 7.999 -0.06 0.06 0.24
```
Forces are in eV/Å.

For the largest force on an atom, the calculation gives 0.1850 hartree/bohr. Its gap between HOMO and LUMO is 4.482 eV. Its net charge is +1. The total energy comes out at -8169.2073 hartree.